ORCA calculation (the ωB97M-V functional and the def2-TZVPD basis) on 7 unconnected molecules or ions with the total composition C19H25Cl24N2O5 at a distorted geometry.

## Properties
Kohn-Sham gap, eV: 7.922
HOMO energy, eV: -11.54
Energy relative to the best compared isomer or geometry (same formula, charge and spin), kcal/mol: 119.07
Multiplicity: 1
Charge: +1
Molecular weight, u: 1212.29

Structure (XYZ):
```
75
Properties=species:S:1:pos:R:3:forces:R:3:lowdin_charge:R:1
Cl -5.7333 1.0580 4.7886 -0.242 0.279 -0.182 0.542
Cl -1.4306 -0.8514 7.1050 0.371 0.032 -0.330 0.534
Cl 5.3346 5.1232 -4.7838 -0.161 -0.495 0.095 0.524
Cl 6.3603 2.5659 -3.8492 -0.440 0.169 -0.119 0.502
Cl 11.7815 4.5896 -3.9457 -0.468 -0.035 0.183 0.522
Cl 4.4515 2.6536 -6.0434 0.092 0.182 0.411 0.530
Cl 9.8986 5.7860 -2.0778 0.037 -0.333 -0.312 0.515
Cl 0.3136 0.9754 5.6607 -0.133 -0.402 0.127 0.536
Cl -5.0736 -0.2631 -2.8521 -0.271 0.051 0.079 0.538
Cl 9.7949 2.9290 -2.6186 0.069 0.302 -0.134 0.493
Cl -6.0274 1.6153 -0.8453 -0.131 -0.224 -0.469 0.505
Cl 1.8870 -2.8398 1.1262 0.057 -0.158 0.273 0.524
Cl 1.6800 -3.3207 3.9882 0.741 -0.763 -0.799 0.464
Cl -7.7446 0.8693 -3.0724 0.443 -0.182 0.365 0.545
Cl -0.5695 -1.4942 4.4010 -0.539 0.696 0.534 0.482
Cl -8.3700 2.1244 4.1754 0.525 0.051 -0.106 0.534
Cl -7.1523 -1.0646 -0.9807 0.243 0.370 -0.233 0.535
Cl -6.1311 3.9339 4.5974 -0.102 -0.433 -0.194 0.527
Cl 3.7671 -4.6297 2.4403 -0.424 0.150 -0.067 0.530
Cl 3.5905 3.2964 -3.3394 0.227 0.666 -0.226 0.578
Cl 8.9721 4.8275 -4.6641 0.339 -0.038 0.319 0.486
Cl -6.2395 2.2879 2.2007 -0.214 0.029 0.469 0.490
Cl 0.9895 -5.4285 2.1053 0.224 0.293 0.063 0.520
Cl 1.3392 -1.5819 6.5952 -0.342 0.271 -0.049 0.517
O 3.3416 0.5197 -3.0276 -3.939 -2.284 1.372 -0.092
O 1.2816 1.9056 -1.1693 -1.924 -3.799 -0.686 -0.106
O 3.1096 0.0559 0.4030 0.988 1.200 0.067 -0.149
O -1.8551 -0.5429 0.1160 -0.827 1.214 -1.869 -0.197
O -2.1129 -2.8272 -2.3151 2.658 0.224 -0.336 -0.212
N -0.3967 -0.1299 -1.8869 5.674 -1.700 -2.993 0.088
N 1.3539 -1.3049 -3.4253 -2.664 5.480 4.931 0.169
C 1.9755 0.7207 2.5670 -0.853 0.565 -0.098 -0.097
C 1.9908 -0.0662 -2.8307 -2.358 2.135 2.721 -0.047
C 1.1577 1.8116 0.2931 0.026 0.768 2.056 -0.117
C -1.6778 0.2124 -1.1590 -1.688 -0.473 0.403 -0.129
C -1.6467 -3.5343 -1.1081 -0.154 -1.293 1.698 -0.235
C 0.8913 0.6620 -1.8498 3.181 -1.973 -2.812 -0.041
C 2.4873 1.2149 1.0609 0.302 -0.341 2.046 -0.321
C -1.3152 -5.1391 -1.3550 0.193 0.127 0.181 -0.094
C -6.4995 0.2892 -1.9377 -0.362 -0.002 -0.022 -1.982
C 10.1118 4.5330 -3.3266 0.093 0.135 -0.073 -2.008
C -6.6185 2.3511 3.9405 -0.132 0.138 0.241 -1.984
C -3.3053 -0.3868 0.4288 -1.030 1.367 0.927 -0.211
C -2.8347 0.8934 2.8365 -0.625 0.301 -0.758 -0.156
C -0.0491 -1.2790 -2.8115 0.410 -0.040 -0.199 -0.006
C -1.0123 -2.5329 -3.2465 -0.057 -0.689 -0.309 -0.113
C -3.6184 -0.3213 2.0497 -0.332 -0.152 0.276 -0.211
C 4.9342 3.4098 -4.5039 0.215 0.045 -0.151 -1.977
C -0.0868 -0.7380 5.9405 -0.155 0.035 0.059 -1.975
C 2.0809 -4.0547 2.4150 0.087 -0.165 0.193 -1.984
H -2.7675 0.7384 4.0014 0.035 0.101 -2.504 0.059
H -0.2876 -5.2548 -1.9070 -1.956 0.129 1.012 0.072
H 0.8878 0.2457 2.4996 2.321 0.911 0.041 0.053
H -0.2982 -3.4791 -3.3532 -1.332 2.054 0.348 0.139
H -3.4840 1.8727 2.6706 1.557 -1.942 0.303 0.054
H -2.5340 -3.4597 -0.3173 1.875 -0.036 -1.929 0.142
H -2.1479 -5.6941 -1.9702 1.578 1.300 1.199 0.095
H 2.6724 -0.0949 3.0475 -1.187 1.820 -1.068 0.095
H -1.4820 -2.3795 -4.3314 0.934 0.058 2.523 0.164
H -3.4483 -1.3728 2.5873 -0.184 2.262 -1.359 0.120
H -1.7860 1.0376 2.3318 -1.854 -0.237 1.274 0.061
H -3.9831 -1.2004 -0.0753 1.577 1.339 0.807 0.120
H 0.1599 1.2657 0.6554 2.310 0.809 -1.055 0.124
H -1.2078 -5.6953 -0.3072 -0.238 1.404 -2.248 0.083
H -4.7753 -0.0827 2.1453 2.357 -0.704 -0.364 0.067
H 3.3344 2.0239 1.2440 -2.022 -1.352 -0.690 0.161
H -1.6616 1.3733 -0.9154 0.135 -2.416 -0.784 0.178
H 1.0377 2.9330 0.6850 0.340 -2.426 -1.040 0.166
H -0.7080 -3.0294 -0.5966 -1.848 -0.809 -1.247 0.105
H 1.7935 -1.9747 -4.0940 -0.838 0.707 0.886 0.178
H 3.5403 1.0707 -2.1981 -0.734 -1.163 -1.334 0.075
H 1.8713 1.6704 3.2710 0.370 -2.086 -1.409 0.075
H -3.6146 0.6705 -0.0267 0.396 -2.231 1.106 0.084
H -2.5978 -0.0988 -1.8423 2.231 0.898 1.168 0.108
H 4.1110 0.0307 0.5860 -2.451 0.309 -0.196 0.138
```
Forces are in eV/Å.